{"formula": "C24H27N5O4S", "method": "the ωB97M-V functional and the def2-TZVPD basis", "elements": ["O", "C", "C", "S", "C", "N", "C", "C", "C", "C", "C", "C", "N", "C", "C", "O", "N", "C", "C", "C", "C", "N", "C", "C", "N", "C", "O", "C", "C", "C", "C", "O", "C", "C", "H", "H", "H", "H", "H", "H", "H", "H", "H", "H", "H", "H", "H", "H", "H", "H", "H", "H", "H", "H", "H", "H", "H", "H", "H", "H", "H"], "xyz": [[-0.397, -4.435, 0.826], [-0.112, -3.421, 1.436], [-1.065, -2.899, 2.502], [-2.515, -2.123, 1.713], [-2.052, -0.444, 1.777], [-1.026, 0.023, 2.436], [-1.023, 1.376, 2.191], [-0.145, 2.362, 2.620], [-0.390, 3.654, 2.204], [-1.474, 3.969, 1.383], [-2.357, 3.002, 0.942], [-2.113, 1.703, 1.354], [-2.757, 0.509, 1.100], [-3.944, 0.329, 0.311], [-3.798, 0.907, -1.105], [-4.491, 1.836, -1.475], [-2.875, 0.337, -1.892], [-2.062, -0.831, -1.606], [-1.259, -1.060, -2.888], [-2.153, -0.460, -3.972], [-2.721, 0.768, -3.274], [1.043, -2.758, 1.210], [1.966, -3.279, 0.216], [2.101, -2.287, -0.939], [2.506, -0.985, -0.444], [3.730, -0.507, -0.789], [4.492, -1.156, -1.491], [4.142, 0.837, -0.345], [5.420, 1.337, -0.390], [5.342, 2.673, 0.056], [4.027, 2.899, 0.329], [3.295, 1.802, 0.093], [1.612, -0.476, 0.564], [1.476, -1.480, 1.721], [-1.468, -3.765, 3.029], [-0.655, -2.180, 3.203], [0.689, 2.117, 3.259], [0.271, 4.447, 2.522], [-1.627, 4.995, 1.086], [-3.192, 3.245, 0.304], [-4.785, 0.851, 0.781], [-4.169, -0.740, 0.263], [-1.408, -0.655, -0.748], [-2.697, -1.695, -1.379], [-1.046, -2.114, -3.051], [-0.316, -0.512, -2.845], [-1.605, -0.208, -4.876], [-2.954, -1.154, -4.227], [-3.687, 1.097, -3.661], [-2.024, 1.612, -3.321], [2.942, -3.433, 0.687], [1.578, -4.233, -0.143], [2.858, -2.627, -1.647], [1.136, -2.186, -1.448], [6.289, 0.799, -0.704], [6.149, 3.369, 0.155], [3.503, 3.765, 0.682], [1.957, 0.475, 0.957], [0.624, -0.320, 0.113], [2.451, -1.609, 2.205], [0.765, -1.062, 2.432]], "energy_ev": -51803.3021, "largest_force_ev_per_a": 1.31, "lumo_energy_ev": 0.55, "orbital_gap_ev": 8.95, "de_lowest_kcal_mol": 47.8}